{"formula": "C15H32BO5", "method": "ωB97M-V with the def2-TZVPD basis set", "charge": -1, "energy_ha": -991.84267, "symbols": ["C", "C", "C", "O", "C", "C", "O", "B", "C", "C", "C", "C", "C", "C", "C", "C", "O", "C", "O", "C", "O", "H", "H", "H", "H", "H", "H", "H", "H", "H", "H", "H", "H", "H", "H", "H", "H", "H", "H", "H", "H", "H", "H", "H", "H", "H", "H", "H", "H", "H", "H", "H", "H"], "positions_angstrom": [[0.8245, 3.2423, 0.9847], [-0.5231, 2.7051, 1.5766], [-0.2304, 1.6093, 2.6448], [0.1104, 0.3501, 2.1002], [-1.0031, -0.4953, 1.9674], [-1.7118, -0.9678, 3.2831], [-1.8338, -0.0533, 0.9218], [-2.6049, -1.1598, 0.3031], [-2.6268, -1.2825, -1.3321], [-2.7801, 0.0588, -2.1286], [-1.5981, 1.0708, -1.9692], [-0.1991, 0.4317, -1.7919], [0.4677, -0.0608, -3.1298], [1.4271, -1.2636, -2.8147], [2.8105, -0.8065, -2.2533], [2.7213, -0.3310, -0.7694], [3.9451, -0.5701, -0.0567], [3.6776, -0.2243, 1.3044], [-1.7698, -2.3410, 0.7369], [-0.5672, -1.9077, 1.3293], [-0.2802, -2.9649, 2.2519], [1.5249, 3.5512, 1.7866], [1.3022, 2.4318, 0.3972], [0.6152, 4.1063, 0.3197], [-1.2101, 2.3678, 0.7836], [-1.0176, 3.5438, 2.1213], [0.6564, 1.9598, 3.2235], [-1.0719, 1.5900, 3.3630], [-2.4265, -1.7793, 3.0944], [-2.2425, -0.0899, 3.7174], [-0.9324, -1.3104, 3.9903], [-3.6494, -1.1783, 0.9109], [-3.5290, -1.8932, -1.5929], [-1.7559, -1.8692, -1.7039], [-2.8566, -0.2018, -3.2164], [-3.7230, 0.6023, -1.8932], [-1.7987, 1.6767, -1.0636], [-1.5951, 1.7687, -2.8398], [0.4587, 1.2305, -1.3722], [-0.1640, -0.3968, -1.0675], [1.0156, 0.7760, -3.6069], [-0.3414, -0.4086, -3.8040], [0.9055, -1.9469, -2.1202], [1.6277, -1.7725, -3.7828], [3.2471, -0.0182, -2.8973], [3.4942, -1.6807, -2.2770], [1.9142, -0.8698, -0.2361], [2.5157, 0.7632, -0.7766], [3.2877, -1.0955, 1.8763], [2.9151, 0.5819, 1.3733], [4.5960, 0.1526, 1.7931], [0.3011, -1.8789, 0.6298], [-0.3189, -3.7520, 1.7118]], "mulliken_charge": [-0.90, 0.12, -0.60, -0.30, 1.11, -1.66, -0.87, 1.19, -0.63, -0.81, -0.68, 1.56, -0.81, -0.56, -0.84, 0.73, -0.52, -0.33, -0.62, 0.35, -0.59, 0.41, -0.10, 0.32, -0.23, 0.42, 0.40, 0.21, 0.30, 0.49, 0.26, -0.49, 0.31, 0.14, 0.36, 0.35, -0.06, 0.49, -0.23, -0.80, 0.38, 0.38, 0.19, 0.40, 0.28, 0.31, -0.21, 0.01, 0.24, -0.02, 0.32, -0.52, 0.34]}